{"formula": "C2HCl2F4NS", "method": "ωB97M-V/def2-TZVPD", "species": ["Cl", "Cl", "S", "F", "F", "F", "F", "N", "C", "C", "H"], "coordinates": [[-1.5973, 2.2865, 0.2659], [-3.4527, 0.3983, -0.9140], [0.2111, 0.0305, -0.8186], [-2.9198, 0.3718, 1.4104], [-1.9394, -2.0723, -1.2151], [-2.7333, -1.9451, 0.7708], [-0.7067, -2.6307, 0.5434], [-1.0979, -0.4852, 0.1866], [-1.5961, -1.7607, 0.0741], [-2.3621, 0.6118, 0.2735], [1.3627, -0.0408, -0.0803]], "multiplicity": 1, "total_energy_ev": -50328.985, "smiles": "FC(F)(F)N(S)C(F)(Cl)Cl", "mol_weight_da": 218.00, "lumo_ev": 0.314, "homo_ev": -10.0}

{"formula": "C2HCl2NO", "method": "ωB97M-V/def2-TZVPD", "species": ["Cl", "Cl", "O", "N", "C", "C", "H"], "coordinates": [[1.2085, -1.1963, -1.2641], [0.2837, -1.3734, 1.4623], [-1.5817, -0.3086, -0.3310], [0.9047, 1.9895, 0.6467], [0.3406, -0.4337, 0.1104], [0.5749, 0.9564, 0.3350], [-1.7307, 0.3661, -0.9592]], "multiplicity": 1, "total_energy_ev": -30669.254, "mol_weight_da": 125.94, "lumo_ev": [-1.255, -1.255], "homo_ev": [-11.3, -11.3]}

{"formula": "C2HCl2NS", "method": "ωB97M-V/def2-TZVPD", "species": ["Cl", "Cl", "S", "N", "C", "C", "H"], "coordinates": [[-1.7116, 1.2871, 0.4102], [1.1490, 1.3621, 0.0390], [-0.2777, -0.4670, -1.6954], [0.1491, -1.4224, 1.8913], [-0.2088, 0.3200, 0.1266], [-0.0368, -0.6990, 1.0331], [0.9367, -0.3807, -1.8048]], "multiplicity": 1, "total_energy_ev": -39458.590, "smiles": "N#CC(S)(Cl)Cl", "mol_weight_da": 142.01, "lumo_ev": -0.188, "homo_ev": -10.4}

{"formula": "C2HCl3I2", "method": "ωB97M-V/def2-TZVPD", "species": ["I", "I", "Cl", "Cl", "Cl", "C", "C", "H"], "coordinates": [[1.9808, 1.6246, 1.0318], [0.9941, -2.2013, 1.0157], [-2.0681, -0.9186, -0.5868], [-0.8984, 1.7180, -0.8639], [1.1769, -0.6867, -1.6333], [0.5761, -0.4556, -0.0884], [-0.8207, 0.2211, 0.0357], [-0.9407, 0.6984, 1.0893]], "multiplicity": 1, "total_energy_ev": -55856.944, "mol_weight_da": 385.20, "lumo_ev": [-2.245, -2.245], "homo_ev": [-9.4, -9.4]}

{"formula": "C2HCl3O2", "method": "ωB97M-V/def2-TZVPD", "species": ["Cl", "Cl", "Cl", "O", "O", "C", "C", "H"], "coordinates": [[-0.7159, 1.3502, 0.9966], [1.7867, 0.5627, -0.2489], [-0.7112, 0.1948, -1.6669], [0.8394, -1.9154, 0.8727], [-1.3617, -1.6383, 0.6894], [-0.0844, -1.2492, 0.5451], [0.0934, 0.1773, -0.0870], [-1.9900, -0.9706, 0.3817]], "multiplicity": 1, "total_energy_ev": -43752.389, "smiles": "O=C(O)C(Cl)(Cl)Cl", "mol_weight_da": 163.39, "lumo_ev": 0.358, "homo_ev": -11.2}

{"formula": "C2HCl3OS", "method": "ωB97M-V/def2-TZVPD", "species": ["Cl", "Cl", "Cl", "S", "O", "C", "C", "H"], "coordinates": [[0.1906, -2.6537, -0.2294], [0.8671, 1.6441, 1.1522], [1.5259, 0.5069, -1.3976], [0.9803, -1.2668, 1.0207], [-1.5625, 1.0951, -1.1150], [0.6804, 0.2880, 0.0664], [-1.1590, 0.4835, -0.1870], [-1.5227, -0.0972, 0.6897]], "multiplicity": 1, "total_energy_ev": -52538.554, "smiles": "O=CC(Cl)(Cl)SCl", "mol_weight_da": 179.46, "lumo_ev": -0.349, "homo_ev": -9.5}

{"formula": "C2HClF2", "method": "ωB97M-V/def2-TZVPD", "species": ["Cl", "F", "F", "C", "C", "H"], "coordinates": [[0.6723, 0.2024, 2.0354], [1.5976, 0.1107, -0.3045], [-1.7815, -0.0390, -0.1193], [0.4252, 0.0815, 0.3847], [-0.5252, -0.0233, -0.5229], [-0.3885, -0.3322, -1.4734]], "multiplicity": 1, "total_energy_ev": -20045.845, "smiles": "F/C=C(/F)Cl", "mol_weight_da": 98.48, "lumo_ev": 0.797, "homo_ev": -9.7}

{"formula": "C2HClF4", "method": "ωB97M-V/def2-TZVPD", "species": ["Cl", "F", "F", "F", "F", "C", "C", "H"], "coordinates": [[1.1674, 1.3797, 1.0925], [-1.0082, -1.1216, -0.9474], [-1.4088, -0.2285, 0.9804], [-1.2012, 1.0367, -0.7737], [1.1578, -1.1451, 0.6295], [0.7706, 0.0160, 0.0522], [-0.7352, -0.0691, -0.1576], [1.2576, 0.1319, -0.8759]], "multiplicity": 1, "total_energy_ev": -25482.870, "smiles": "F[C@H](Cl)C(F)(F)F", "mol_weight_da": 136.47, "lumo_ev": 0.815, "homo_ev": -12.0}

{"formula": "C2HClN2O2", "method": "ωB97M-V/def2-TZVPD", "species": ["Cl", "O", "O", "N", "N", "C", "C", "H"], "coordinates": [[1.1769, -1.1569, 1.3014], [-0.4666, 1.6805, 0.9284], [1.1696, 1.3952, -0.4657], [0.2231, 1.0496, 0.1945], [-0.5905, -1.2822, -2.1164], [-0.1132, -0.4494, 0.3221], [-0.3039, -0.9498, -1.0510], [-1.0954, -0.2870, 0.8867]], "multiplicity": 1, "total_energy_ev": -21683.591, "smiles": "N#C[C@@H](Cl)[N+](=O)[O-]", "mol_weight_da": 120.50, "lumo_ev": -0.741, "homo_ev": -11.9}

{"formula": "C2HClN2O2", "method": "ωB97M-V/def2-TZVPD", "species": ["Cl", "O", "O", "N", "N", "C", "C", "H"], "coordinates": [[3.0865, -1.9695, 0.0563], [2.8621, 1.9250, -1.3652], [3.7476, 1.0576, -3.2525], [1.0065, -0.4949, -0.6432], [0.3856, 0.2671, -1.3153], [3.3102, 1.4960, -2.3052], [1.4543, -1.4952, -0.1417], [-0.3140, 0.8128, -0.7026]], "multiplicity": 1, "total_energy_ev": -21684.790, "mol_weight_da": 120.50, "lumo_ev": -0.344, "homo_ev": -9.1}

{"formula": "C2HClN2S", "method": "ωB97M-V/def2-TZVPD", "species": ["Cl", "S", "N", "N", "C", "C", "H"], "coordinates": [[1.4310, 3.8541, -0.2248], [3.0310, 0.9184, 0.2647], [1.4852, 2.1616, -0.5272], [0.4515, 1.4268, -0.3744], [2.1466, -0.3446, 0.5195], [0.3003, 0.2899, 0.1236], [-0.3231, -0.4973, -0.0051]], "multiplicity": 1, "total_energy_ev": -28421.793, "mol_weight_da": 120.56, "lumo_ev": -0.487, "homo_ev": -9.3}

{"formula": "C2HClN2S", "method": "ωB97M-V/def2-TZVPD", "species": ["Cl", "S", "N", "N", "C", "C", "H"], "coordinates": [[-2.5675, -0.7267, -3.7477], [-1.2422, -3.0530, 1.5589], [-2.5272, -1.2589, -2.0522], [-1.3443, -0.7604, -1.6492], [-0.9700, -1.8387, 0.6427], [-0.8256, -0.9383, -0.4489], [-0.0528, -0.3436, -0.1378]], "multiplicity": 1, "total_energy_ev": -28423.209, "smiles": "S=C=C/N=N/Cl", "mol_weight_da": 120.56, "lumo_ev": [-1.376, -1.377], "homo_ev": [-8.8, -8.8]}

{"formula": "C2HClNO2", "method": "ωB97M-V/def2-TZVPD", "species": ["Cl", "O", "O", "N", "C", "C", "H"], "coordinates": [[0.1643, 2.7302, 0.1330], [-0.6026, -1.8193, -1.1145], [-0.4324, -1.4613, 1.1110], [-0.1199, 1.2150, -0.7293], [-0.3371, -1.2079, -0.1007], [0.3891, 0.1158, -0.0430], [0.9385, 0.4274, 0.7434]], "charge": -1, "multiplicity": 1, "total_energy_ev": -20197.406, "smiles": "O=C([O-])/C=N/Cl", "mol_weight_da": 106.49, "lumo_ev": 3.679, "homo_ev": -5.0}

{"formula": "C2HClNOP", "method": "ωB97M-V/def2-TZVPD", "species": ["Cl", "P", "O", "N", "C", "C", "H"], "coordinates": [[0.3965, -2.5079, 0.0931], [-1.5646, 1.3612, 0.0909], [0.1497, 1.3675, 0.1302], [-1.9120, -0.1282, -0.0310], [0.8783, 0.2273, -0.0326], [0.2278, -0.9102, 0.0027], [1.8244, 0.5902, -0.2533]], "multiplicity": 1, "total_energy_ev": -27434.948, "mol_weight_da": 121.46, "lumo_ev": -0.938, "homo_ev": -9.6}

{"formula": "C2HClO2", "method": "ωB97M-V/def2-TZVPD", "species": ["Cl", "O", "O", "C", "C", "H"], "coordinates": [[-1.0219, -1.0202, -1.8969], [1.6200, -0.6886, 0.4874], [0.9124, 0.3804, 1.0167], [-0.1574, 0.5168, 0.2996], [-0.5447, -0.5495, -0.4440], [-0.8085, 1.3611, 0.5372]], "multiplicity": 1, "total_energy_ev": -18699.849, "mol_weight_da": 92.48, "lumo_ev": [-1.754, -1.177], "homo_ev": [-8.9, -9.3]}

{"formula": "C2HClO2", "method": "ωB97M-V/def2-TZVPD", "species": ["Cl", "O", "O", "C", "C", "H"], "coordinates": [[-0.0206, -1.9433, 0.3166], [1.8848, 0.3130, 0.9656], [3.5360, 0.1746, -0.6889], [2.7667, 0.2901, 0.1821], [0.6390, -0.9646, -0.7637], [-0.1292, -0.4344, -1.4972]], "multiplicity": 1, "total_energy_ev": -18704.190, "mol_weight_da": 92.48, "lumo_ev": -0.679, "homo_ev": -8.7}

{"formula": "C2HClO2", "method": "ωB97M-V/def2-TZVPD", "species": ["Cl", "O", "O", "C", "C", "H"], "coordinates": [[-0.8840, -1.8208, -0.1561], [1.7401, 0.7341, -0.6964], [0.3521, 0.3018, 1.1415], [-0.5712, -0.1324, -0.0879], [0.8019, 0.4067, -0.0737], [-1.4389, 0.5107, -0.1275]], "multiplicity": 1, "total_energy_ev": -18705.919, "smiles": "O=C1O[C@@H]1Cl", "mol_weight_da": 92.48, "lumo_ev": 0.685, "homo_ev": -10.7}

{"formula": "C2HClO2", "method": "ωB97M-V/def2-TZVPD", "species": ["Cl", "O", "O", "C", "C", "H"], "coordinates": [[-0.2420, -1.7891, -2.3657], [0.3277, 2.2285, 0.5358], [-0.7827, -0.9619, 0.0147], [-1.1254, -1.5753, -0.9406], [0.5754, 1.1388, 0.9930], [1.2470, 0.9589, 1.7628]], "multiplicity": 1, "total_energy_ev": -18703.235, "mol_weight_da": 92.48, "lumo_ev": [0.325, -1.321], "homo_ev": [-9.4, -8.4]}

{"formula": "C2HCsLiO2", "method": "ωB97M-V/def2-TZVPD", "species": ["Cs", "O", "O", "C", "C", "Li", "H"], "coordinates": [[-1.8167, -4.1599, 0.8416], [0.4705, -0.5000, -0.6399], [-0.2463, 2.6313, 1.1202], [-0.0542, 1.8423, 0.1287], [0.7541, 0.7595, 0.0216], [-0.8040, -1.2839, -2.0559], [1.6965, 0.7107, 0.5837]], "s_squared": 1.145, "multiplicity": 2, "total_energy_ev": -6932.041, "mol_weight_da": 196.87, "lumo_ev": [-1.361, -1.277], "homo_ev": [-4.1, -4.2]}

{"formula": "C2HCsMgO2", "method": "ωB97M-V/def2-TZVPD", "species": ["Cs", "Mg", "O", "O", "C", "C", "H"], "coordinates": [[-1.0328, -1.6464, 1.4358], [1.7569, 1.4155, 0.1288], [-1.4237, 0.9060, -0.7148], [1.2766, -0.3500, 0.4249], [-0.5417, 1.5387, -1.2464], [0.6245, 1.7591, -1.7523], [0.9123, 1.8336, -2.7970]], "multiplicity": 1, "total_energy_ev": -12175.131, "mol_weight_da": 214.24, "lumo_ev": [-0.476, -0.476], "homo_ev": [-6.6, -6.6]}